(1)
# C38H32GaN5OS3Si

A structure of composition C38H32GaN5OS3Si (ωB97M-V/def2-TZVPD, OMol25).

HOMO, eV: -7.504
Orbital gap, eV: 6.39
Max |F|, eV/Å: 0.10
Multiplicity: 1
ΔE to the lowest compared entry with this formula, charge and spin, eV: 0.000

Element x y z (Å)
Ga (0.34, 0.03, 1.02)
C (-4.88, 1.36, 2.29)
C (-4.69, 1.34, 0.91)
C (-3.41, 1.40, 0.39)
C (-2.30, 1.47, 1.23)
C (-2.50, 1.53, 2.60)
C (-3.78, 1.46, 3.13)
N (-0.97, 1.46, 0.71)
C (-0.52, 2.56, 0.06)
C (-1.32, 3.65, -0.36)
C (-0.77, 4.70, -1.06)
C (0.61, 4.75, -1.37)
C (1.42, 3.74, -0.92)
C (0.87, 2.67, -0.20)
N (1.64, 1.69, 0.40)
N (2.88, 1.79, 0.36)
C (3.57, 0.77, 1.06)
C (4.95, 0.81, 1.06)
C (5.63, -0.17, 1.76)
C (4.90, -1.14, 2.43)
C (3.52, -1.09, 2.37)
N (2.86, -0.15, 1.70)
H (-5.88, 1.31, 2.70)
H (-5.54, 1.27, 0.24)
H (-3.25, 1.36, -0.69)
H (-1.64, 1.61, 3.25)
H (-3.92, 1.50, 4.20)
H (-2.38, 3.65, -0.14)
H (-1.41, 5.51, -1.37)
H (1.01, 5.58, -1.93)
H (2.49, 3.75, -1.10)
H (5.46, 1.59, 0.51)
H (6.71, -0.18, 1.78)
H (5.39, -1.92, 3.00)
H (2.90, -1.82, 2.88)
C (-1.62, -4.47, -2.91)
C (-1.50, -4.60, -1.53)
C (-0.64, -3.76, -0.83)
C (0.10, -2.78, -1.49)
C (-0.01, -2.69, -2.87)
C (-0.87, -3.52, -3.58)
Si (1.23, -1.65, -0.49)
C (2.42, -0.79, -1.66)
C (1.97, 0.26, -2.47)
C (2.83, 0.94, -3.32)
C (4.17, 0.60, -3.36)
C (4.65, -0.43, -2.56)
C (3.78, -1.12, -1.72)
H (-2.29, -5.12, -3.45)
H (-2.08, -5.34, -1.00)
H (-0.56, -3.87, 0.25)
H (0.57, -1.95, -3.42)
H (-0.94, -3.44, -4.66)
H (2.04, -2.57, 0.36)
H (0.92, 0.55, -2.44)
H (2.45, 1.75, -3.93)
H (4.85, 1.14, -4.01)
H (5.69, -0.70, -2.59)
H (4.16, -1.92, -1.10)
S (-4.20, -2.83, 1.61)
C (-2.68, -2.05, 1.89)
N (-2.13, -1.49, 0.87)
C (-2.93, -1.62, -0.25)
C (-2.64, -1.11, -1.51)
C (-3.54, -1.32, -2.54)
C (-4.73, -2.03, -2.32)
C (-5.03, -2.55, -1.08)
C (-4.12, -2.33, -0.04)
H (-2.25, -2.05, 2.88)
H (-1.73, -0.55, -1.67)
H (-3.33, -0.93, -3.52)
H (-5.42, -2.18, -3.14)
H (-5.95, -3.10, -0.91)
C (1.78, 2.77, 3.80)
O (1.03, 1.66, 3.30)
C (0.96, 0.55, 4.04)
S (1.59, 0.39, 5.54)
S (0.12, -0.72, 3.20)
H (1.73, 3.52, 3.01)
H (2.81, 2.48, 3.99)
H (1.34, 3.14, 4.72)

Mulliken population analysis, charges in e, atoms 1 to 8: 1.327, -0.708, -1.114, 0.328, -0.900, -0.130, -0.914, 1.271

(2)
# C5H7NO

The molecule C5H7NO (ωB97M-V/def2-TZVPD, OMol25).

SMILES string: [H]/N=C/OCCC#C
HOMO, eV: -9.616
Orbital gap, eV: 10.59
Max |F|, eV/Å: 0.65
Multiplicity: 1
ΔE to the lowest compared entry with this formula, charge and spin, eV: 2.606

Element x y z (Å)
H (-1.35, 1.23, 2.30)
N (-0.78, 1.10, 1.47)
C (0.38, 0.73, 1.79)
O (1.35, 0.49, 0.90)
C (0.99, 0.61, -0.49)
C (0.55, -0.75, -1.06)
C (-0.89, -1.03, -1.08)
C (-2.05, -1.33, -1.18)
H (0.76, 0.57, 2.80)
H (1.92, 0.93, -0.97)
H (0.22, 1.37, -0.64)
H (0.92, -0.82, -2.10)
H (1.07, -1.52, -0.49)
H (-3.09, -1.59, -1.26)

Mulliken population analysis, charges in e, atoms 1 to 8: 0.226, -0.584, 0.117, -0.392, -0.417, -0.696, -0.371, 0.044

(3)
# C50H75O26

A cluster of 13 separate species, C50H75O26 in total at a distorted geometry (ωB97M-V/def2-TZVPD, OMol25).

HOMO, eV: -4.636
Orbital gap, eV: 6.00
Max |F|, eV/Å: 5.64
Multiplicity: 1
Charge: -1

Element x y z (Å)
C (-0.63, 0.62, 0.43)
C (-0.22, -0.88, 0.16)
O (-0.75, -1.45, -0.81)
O (0.64, -1.36, 0.96)
H (0.18, 1.25, 0.06)
H (-0.79, 0.81, 1.49)
H (-1.50, 0.99, -0.11)
O (-1.76, 5.21, -9.18)
C (-1.38, 4.79, -8.11)
O (-1.04, 3.49, -7.90)
C (-0.85, 3.21, -6.52)
C (-1.33, 4.46, -5.78)
C (-1.19, 5.58, -6.84)
H (0.23, 3.14, -6.43)
H (-1.34, 2.29, -6.19)
H (-0.76, 4.64, -4.87)
H (-2.40, 4.40, -5.59)
H (-0.23, 6.10, -6.79)
H (-1.89, 6.40, -6.70)
O (1.59, -11.11, -3.98)
C (1.35, -10.50, -2.90)
O (0.64, -9.40, -2.85)
C (0.46, -9.04, -1.44)
C (0.81, -10.29, -0.68)
C (1.79, -10.98, -1.56)
H (-0.50, -8.64, -1.13)
H (1.12, -8.22, -1.15)
H (-0.05, -10.95, -0.50)
H (1.14, -10.10, 0.34)
H (1.73, -12.07, -1.54)
H (2.82, -10.67, -1.41)
O (3.86, 7.41, 5.76)
C (4.11, 7.16, 4.61)
O (3.41, 6.20, 3.97)
C (3.82, 6.05, 2.63)
C (5.23, 6.65, 2.65)
C (5.16, 7.77, 3.69)
H (3.18, 6.46, 1.85)
H (3.89, 4.98, 2.49)
H (5.55, 7.20, 1.77)
H (5.97, 5.87, 2.84)
H (4.80, 8.70, 3.24)
H (6.10, 7.96, 4.20)
O (3.94, -1.93, -9.51)
C (3.12, -2.58, -8.82)
O (3.43, -2.90, -7.60)
C (2.54, -3.76, -6.97)
C (1.44, -3.91, -8.00)
C (1.72, -3.04, -9.21)
H (2.17, -3.32, -6.04)
H (2.98, -4.72, -6.70)
H (0.53, -3.55, -7.52)
H (1.31, -4.97, -8.24)
H (0.97, -2.26, -9.29)
H (1.78, -3.59, -10.15)
O (-4.20, 9.91, -1.43)
C (-4.09, 9.29, -0.33)
O (-3.65, 8.01, -0.33)
C (-3.77, 7.52, 0.98)
C (-3.85, 8.74, 1.92)
C (-4.51, 9.82, 1.06)
H (-2.90, 6.91, 1.22)
H (-4.56, 6.77, 1.05)
H (-2.93, 9.06, 2.41)
H (-4.36, 8.36, 2.81)
H (-4.11, 10.83, 1.14)
H (-5.60, 9.80, 1.06)
O (-2.80, -7.46, 4.72)
C (-3.13, -6.45, 4.15)
O (-4.15, -6.51, 3.34)
C (-4.45, -5.18, 2.80)
C (-3.83, -4.28, 3.89)
C (-2.64, -5.03, 4.42)
H (-5.48, -4.91, 2.56)
H (-3.88, -4.96, 1.89)
H (-4.60, -3.95, 4.58)
H (-3.55, -3.41, 3.29)
H (-2.51, -4.99, 5.51)
H (-1.69, -4.93, 3.88)
O (6.17, 4.43, -5.92)
C (6.46, 3.60, -5.08)
O (5.71, 3.37, -4.02)
C (5.98, 2.12, -3.44)
C (7.38, 1.89, -3.89)
C (7.57, 2.60, -5.19)
H (5.25, 1.54, -4.00)
H (5.88, 2.11, -2.36)
H (7.65, 0.84, -4.00)
H (8.06, 2.28, -3.13)
H (7.69, 1.88, -6.00)
H (8.50, 3.17, -5.20)
O (-10.50, -3.11, -3.90)
C (-9.33, -2.76, -4.17)
O (-8.28, -3.32, -3.57)
C (-7.06, -2.73, -3.94)
C (-7.39, -1.88, -5.21)
C (-8.88, -1.68, -5.13)
H (-6.25, -3.45, -4.07)
H (-6.88, -2.05, -3.11)
H (-6.97, -2.42, -6.07)
H (-6.93, -0.89, -5.21)
H (-9.40, -1.88, -6.07)
H (-9.16, -0.69, -4.77)
O (7.84, -8.43, -2.02)
C (7.51, -7.49, -1.31)
O (6.35, -6.79, -1.47)
C (6.35, -5.59, -0.74)
C (7.83, -5.39, -0.46)
C (8.38, -6.82, -0.19)
H (5.79, -5.65, 0.20)
H (5.91, -4.68, -1.15)
H (8.00, -4.74, 0.41)
H (8.26, -4.91, -1.34)
H (8.12, -7.15, 0.82)
H (9.46, -6.97, -0.32)
O (8.18, 2.92, 7.00)
C (7.28, 2.14, 7.04)
O (7.01, 1.23, 6.10)
C (5.79, 0.45, 6.37)
C (5.68, 0.70, 7.92)
C (6.32, 2.04, 8.16)
H (5.93, -0.61, 6.18)
H (4.98, 0.81, 5.73)
H (6.00, -0.18, 8.47)
H (4.60, 0.67, 8.09)
H (6.76, 2.13, 9.15)
H (5.59, 2.84, 8.02)
O (-2.04, -0.51, 9.49)
C (-1.94, 0.69, 9.23)
O (-1.69, 1.53, 10.20)
C (-1.42, 2.87, 9.76)
C (-1.32, 2.71, 8.21)
C (-2.02, 1.36, 7.92)
H (-0.47, 3.19, 10.19)
H (-2.17, 3.61, 10.01)
H (-0.26, 2.72, 8.00)
H (-1.79, 3.59, 7.77)
H (-1.34, 0.84, 7.24)
H (-3.02, 1.40, 7.48)
O (-8.17, 2.48, -0.22)
C (-8.76, 1.96, 0.74)
O (-8.06, 1.27, 1.71)
C (-8.98, 0.76, 2.69)
C (-10.41, 0.85, 2.07)
C (-10.23, 1.87, 1.01)
H (-8.90, 1.32, 3.63)
H (-8.86, -0.29, 2.95)
H (-11.04, 1.22, 2.87)
H (-10.77, -0.09, 1.64)
H (-10.36, 2.90, 1.34)
H (-10.88, 1.71, 0.14)

Mulliken population analysis, charges in e, atoms 1 to 8: -0.742, 0.537, -0.707, -0.746, 0.175, 0.216, 0.269, -0.580